<i>
ORCA calculation (wB97M-V/def2-TZVPD) on F3HN2 as an isolated structure.

```
6
Properties=species:S:1:pos:R:3
N -0.0812 -0.0769 -0.8111
N 0.1931 0.7073 0.1984
F 1.1271 -0.5664 -1.2163
F 0.5873 -0.2634 1.5587
F -0.9657 1.0906 0.8624
H -0.8606 -0.8912 -0.5921
```

HOMO energy (alpha / beta), eV: -11.6 / -11.6
Charge: 0

---

<ii>
ORCA calculation (wB97M-V/def2-TZVPD) on a 2-piece molecular cluster, F3HN2 overall.

```
6
Properties=species:S:1:pos:R:3
N 0.9355 0.6292 0.4314
N -0.6558 -0.8100 -0.2572
F 0.8568 0.4254 1.7875
F 0.1388 -1.4286 -1.1171
F -1.2870 0.0512 -1.0087
H 0.0117 1.1329 0.1641
```

HOMO energy (alpha / beta), eV: -10.9 / -11.1
Charge: 0

---

Which structure is most stable? <i>, by 20.9 kcal/mol over the runner-up.

---

<i>
ORCA calculation (wB97M-V/def2-TZVPD) on an isolated ion of composition CHO5S and charge -1.

```
8
Properties=species:S:1:pos:R:3
O 2.2178 -0.5253 -1.3412
S 2.0052 0.0010 -0.0062
O 2.9627 1.0313 0.3807
O 1.8244 -1.0379 1.0190
C 0.3069 0.8828 -0.2144
O -0.6316 1.3175 0.7191
O 0.1210 2.2136 -0.0957
H -0.2095 0.6652 -1.2831
```

HOMO energy, eV: -5.3
Charge: -1
SMILES: O=S(=O)([O-])C1OO1

---

<ii>
ORCA calculation (wB97M-V/def2-TZVPD) on an isolated ion of composition CHO5S and charge -1.

```
8
Properties=species:S:1:pos:R:3
O 2.9715 1.2268 0.1192
S 1.9923 0.1334 -0.0036
O 1.7792 -0.6022 1.2227
O 2.1238 -0.6119 -1.2046
C 0.2523 0.6441 -0.0157
O -0.2554 1.7309 0.6754
O -0.6633 1.7319 -0.6352
H -0.1489 -0.3090 0.2814
```

HOMO energy, eV: -5.5
Charge: -1
SMILES: O=S(=O)([O-])C1OO1

---

Which structure is most stable? <i>, by 8.2 kcal/mol over the runner-up.

---

<i>
ORCA calculation (wB97M-V/def2-TZVPD) on a 2-piece molecular cluster, CF3NO2 overall.

```
7
Properties=species:S:1:pos:R:3
C -0.5509 0.1435 -0.8434
N 0.8364 -0.2707 1.1920
O 0.6700 -1.3588 1.5848
O 1.4761 0.6806 1.4189
F -0.6387 1.4655 -0.7519
F -1.7211 -0.4257 -0.5819
F -0.0719 -0.2346 -2.0185
```

HOMO energy (alpha / beta), eV: -10.1 / -10.2
Charge: 0

---

<ii>
ORCA calculation (wB97M-V/def2-TZVPD) on one molecule with the formula CF3NO2.

```
7
Properties=species:S:1:pos:R:3
O 1.5504 -0.9109 -0.3004
N 0.9363 0.0727 -0.0033
O 1.3297 1.1555 0.2952
C -0.5892 -0.1508 -0.0146
F -1.2087 1.2834 0.2208
F -0.9895 -0.8956 0.9656
F -1.0291 -0.5543 -1.1634
```

HOMO energy, eV: -12.6
Charge: 0
SMILES: O=[N+]([O-])C(F)(F)F

---

Which structure is most stable? <ii>, by 32.9 kcal/mol over the runner-up.

---

<i>
ORCA calculation (wB97M-V/def2-TZVPD) on one molecule with the formula C2HFN2O2.

```
8
Properties=species:S:1:pos:R:3
O -0.9820 1.8791 0.9134
C 0.0284 1.2770 0.7348
N 0.2312 0.0877 0.1110
N 1.4869 -0.3704 0.0199
C 2.2031 0.8536 0.7980
F 3.4658 0.9990 0.9998
O 1.2972 1.7106 1.1606
H -0.5146 -0.4376 -0.3218
```

HOMO energy (alpha / beta), eV: -8.7 / -8.7
Charge: 0
SMILES: O=c1[nH]nc(F)o1

---

<ii>
ORCA calculation (wB97M-V/def2-TZVPD) on a 2-piece molecular cluster, C2HFN2O2 overall.

```
8
Properties=species:S:1:pos:R:3
C -0.7765 -0.5626 0.5353
C 0.1604 1.2982 -2.2456
N 0.0068 -0.8519 1.3821
N 1.1610 -0.8194 1.7977
O 0.3668 2.1899 -2.9392
O -0.1063 0.4343 -1.5451
F -1.9880 -1.0370 0.1376
H 1.1759 -0.6517 2.8773
```

HOMO energy, eV: -8.9
Charge: 0

---

Which structure is most stable? <i>, by 27.3 kcal/mol over the runner-up.

---

<i>
ORCA calculation (wB97M-V/def2-TZVPD) on a 2-piece molecular cluster, C2HFN2O2 overall.

```
8
Properties=species:S:1:pos:R:3
C -1.2523 -0.9426 -0.1080
C 0.2234 2.0540 0.3075
N -0.0845 -1.2378 -0.1450
N 1.0548 -1.0760 0.2257
O 1.2174 2.6039 0.2356
O -0.6586 1.3430 0.2007
F -2.0709 -0.7842 -1.0307
H 1.5706 -1.9603 0.3141
```

HOMO energy (alpha / beta), eV: -9.0 / -9.0
Charge: 0

---

<ii>
ORCA calculation (wB97M-V/def2-TZVPD) on a 2-piece molecular cluster, C2HFN2O2 overall.

```
8
Properties=species:S:1:pos:R:3
O -1.7277 -2.0605 -0.5177
N -0.9478 -1.3347 -1.0358
C -0.1312 -0.4883 -1.0857
F 0.6144 0.1048 -1.9621
C 0.8912 0.4931 0.8567
N 0.1779 1.2795 1.3284
O -0.7030 1.9797 1.6705
H 1.8261 0.0264 0.7457
```

HOMO energy (alpha / beta), eV: -9.5 / -9.5
Charge: 0
SMILES: [O-][N+]#CF.C#[N+][O-]

---

Which structure is most stable? <i>, by 95.3 kcal/mol over the runner-up.

---

<i>
ORCA calculation (wB97M-V/def2-TZVPD) on a 2-piece molecular cluster, C2H9NOP overall.

```
14
Properties=species:S:1:pos:R:3
C 1.6579 1.0226 -0.2485
C -0.2988 -0.6277 -0.2864
N 1.0664 -0.3554 0.1844
O -2.8433 -0.3523 -0.1035
P -1.5803 0.6292 0.1193
H 1.1246 1.7044 0.3254
H 2.7412 0.8742 0.0352
H 1.4298 1.1880 -1.2781
H -0.5046 -0.9448 -1.3692
H -0.9550 -2.1353 0.3714
H 1.8262 -0.9948 -0.1132
H 1.1549 -0.3275 1.2638
H -3.6645 -0.1105 -0.5324
H -1.1543 0.4298 1.6318
```

HOMO energy, eV: -13.4
Charge: +1

---

<ii>
ORCA calculation (wB97M-V/def2-TZVPD) on a 2-piece molecular cluster, C2H9NOP overall.

```
14
Properties=species:S:1:pos:R:3
C 0.1809 -1.0997 -1.2852
C -0.9438 0.4326 0.2884
N 0.1107 0.2582 -0.6896
O 1.6616 0.4645 1.7100
P 0.2248 0.5425 2.5670
H -0.7795 -1.5737 -1.2908
H 0.6216 -1.2515 -2.3328
H 0.7604 -1.7624 -0.5725
H -1.4612 1.4214 0.2466
H -1.6125 -0.3863 0.1111
H 0.9942 0.2649 -0.2161
H -0.1056 0.9406 -1.4202
H 2.0037 -0.4579 1.7860
H 0.4520 2.0718 2.5698
```

HOMO energy, eV: -13.7
Charge: +1

---

Which structure is most stable? <ii>, by 28.4 kcal/mol over the runner-up.

---

<i>
ORCA calculation (wB97M-V/def2-TZVPD) on a 2-piece molecular cluster, CH2IOP overall.

```
6
Properties=species:S:1:pos:R:3
C -1.8310 -0.0543 0.2667
P -0.8714 0.1511 1.4439
H -2.5541 -0.1974 -0.4771
O 1.1945 0.0211 -0.6240
I 2.9915 0.6420 -0.7203
H 1.0705 -0.5625 0.1108
```

HOMO energy, eV: -9.3
Charge: 0
SMILES: C#P.OI

---

<ii>
ORCA calculation (wB97M-V/def2-TZVPD) on CH2IOP as an isolated structure.

```
6
Properties=species:S:1:pos:R:3
C 0.0722 -0.1208 0.9196
O -0.1571 -0.7615 1.8479
P -1.0738 0.1780 -0.4781
I 0.5503 -0.8394 -1.9323
H 1.3973 0.0528 0.4718
H -0.7890 1.4910 -0.8288
```

HOMO energy, eV: -9.5
Charge: 0

---

<iii>
ORCA calculation (wB97M-V/def2-TZVPD) on CH2IOP as an isolated structure.

```
6
Properties=species:S:1:pos:R:3
C -0.4318 0.7793 -0.1077
O 2.1444 -0.3444 -0.0932
P 0.6978 -0.4838 0.1446
I -2.3806 0.0295 -0.0401
H -0.0328 1.8391 -0.0272
H 0.0031 -1.8197 0.1237
```

HOMO energy, eV: -8.8
Charge: 0

---

Which structure is most stable? <ii>, by 2.2 kcal/mol over the runner-up.

---

<i>
ORCA calculation (wB97M-V/def2-TZVPD) on a 2-piece molecular cluster, C2H2O2S overall.

```
7
Properties=species:S:1:pos:R:3
O -1.1008 1.5617 0.5646
C -1.8338 0.7157 0.2715
S -2.8615 -0.3317 -0.1744
C 1.5315 -0.4966 -0.1798
O 0.9076 -0.3359 0.8049
H 1.1968 -1.4415 -0.6985
H 2.1603 0.3283 -0.5884
```

HOMO energy, eV: -10.1
Charge: 0
SMILES: O=C=S.C=O

---

<ii>
ORCA calculation (wB97M-V/def2-TZVPD) on one molecule with the formula C2H2O2S.

```
7
Properties=species:S:1:pos:R:3
O 2.2771 -0.1196 -0.1367
C 1.1875 -0.6083 0.0213
C -0.1010 0.3334 0.0466
O -0.0941 1.5855 -0.0854
S -1.7830 -0.3686 -0.1095
H 0.8013 -1.5955 0.0508
H -2.2879 0.7730 0.2129
```

HOMO energy, eV: -10.1
Charge: 0
SMILES: O=CC(=O)S

---

Which structure is most stable? <i>, by 18.6 kcal/mol over the runner-up.